# 1
26
Properties=species:S:1:pos:R:3:forces:R:3:lowdin_charge:R:1 method="wB97M-V/def2-TZVPD" lumo_ev=-4.4080 relative_energy_kcal_mol=58.18 e_homo_ev=-14.5 largest_force_ha_per_bohr=0.0750 charge=+1
C -1.484675 -2.210019 0.453511 -0.809 0.102 -0.923 0.141
C 1.978883 -1.029366 0.768049 -0.314 1.841 1.707 -0.007
C 1.644448 1.378833 -0.148579 -1.919 -0.531 0.716 -0.031
C 0.862538 -0.589828 -1.471302 -3.307 -1.980 -0.155 -0.059
C -0.615484 1.092178 1.587010 -1.207 2.950 -1.911 -0.009
C 1.043323 -0.068503 -0.077662 -0.054 0.726 0.276 -0.462
C -0.415283 0.019318 0.601795 1.703 -0.454 0.902 -0.226
N -1.096058 -1.036147 0.665535 0.303 -0.651 -1.120 0.119
N -2.486622 1.012874 -1.061000 -2.038 -0.564 -1.921 0.005
H -0.927494 -3.022968 0.936796 -0.672 0.095 0.153 0.121
H -2.360241 -2.411431 -0.270423 1.519 0.306 1.167 0.148
H 1.824913 -1.021400 1.877698 -0.882 0.054 -0.687 0.096
H 3.010721 -0.599563 0.875170 -0.587 -0.870 -1.336 0.111
H 1.816657 -2.042642 0.446763 0.716 -0.374 -0.253 0.069
H 1.062883 2.004849 -0.802164 -0.777 0.184 -0.320 0.085
H 1.556473 1.854081 0.839088 0.973 -0.074 -0.481 0.080
H 2.582808 1.411367 -0.641010 1.280 -0.348 0.279 0.086
H 1.647000 -0.425338 -2.097504 2.452 1.015 -1.591 0.056
H 0.763381 -1.713052 -1.588546 -0.211 1.016 0.679 0.108
H -0.061348 -0.153842 -1.948056 1.002 -0.273 0.376 0.096
H -0.756903 2.212718 1.126831 0.502 -2.986 0.775 0.173
H -1.477180 0.923205 2.192425 -0.333 -0.188 0.644 0.086
H 0.322030 1.077866 2.075574 0.703 0.313 1.294 0.072
H -3.530755 0.972204 -1.024899 0.625 -0.593 0.800 0.044
H -2.381376 0.378586 -1.922655 0.270 1.553 1.278 0.060
H -2.522634 1.986010 -1.392450 1.062 -0.271 -0.347 0.037


# 2
125
Properties=species:S:1:pos:R:3:forces:R:3:lowdin_charge:R:1 method="wB97M-V/def2-TZVPD" lumo_ev=-0.3341 relative_energy_kcal_mol=15.94 e_homo_ev=-7.7 largest_force_ha_per_bohr=0.0615
Y 17.549817 12.688332 12.399129 0.413 -0.385 -0.654 0.788
C 20.051812 8.074683 8.377682 -0.841 1.433 0.231 -0.050
C 18.565432 8.102728 8.747812 -1.565 -0.359 0.560 -0.224
C 17.550429 8.651891 7.911188 2.324 -0.644 -0.750 -0.010
C 16.246538 8.860210 8.307938 0.675 1.013 -0.069 -0.271
C 15.318605 9.525269 7.361086 -1.426 -0.654 -0.536 -0.044
C 15.895950 8.603941 9.609126 -1.202 -0.690 0.513 -0.155
C 16.797516 7.946848 10.449273 -0.039 -0.303 1.014 -0.190
C 16.470650 7.555386 11.892216 1.116 0.420 0.227 -0.035
C 18.092316 7.652419 10.018031 -0.018 1.159 -1.695 -0.003
C 14.415523 8.623433 9.938319 -0.029 0.232 0.580 -0.187
C 13.770566 7.388470 9.770577 -0.123 0.489 -0.188 -0.035
C 12.481910 7.196952 10.248736 -0.322 -1.325 -0.336 -0.079
C 11.748646 8.202104 10.833499 0.438 1.325 0.900 -0.026
C 12.361354 9.475975 10.991938 0.110 -0.276 -1.140 -0.220
C 13.671431 9.707765 10.482893 -0.028 -0.054 0.870 -0.160
Ge 14.548241 11.452982 11.070418 0.560 -0.216 -0.063 0.133
S 15.609506 11.131557 12.958158 -1.330 -0.350 0.274 0.182
S 16.323601 12.189318 9.776168 0.373 0.266 -0.081 0.244
Ge 15.586747 14.330974 10.163116 0.490 -0.176 0.826 0.101
S 16.803388 15.211638 11.922282 -0.841 -0.514 -1.425 0.103
S 13.664398 13.525834 10.899369 -1.207 -0.464 0.190 0.295
C 15.462696 15.518923 8.607108 1.555 0.900 -0.638 -0.212
C 14.350840 16.273007 8.202699 -1.380 -1.046 1.066 -0.176
C 14.445247 17.354579 7.314230 -1.605 -0.581 0.669 -0.036
C 15.643925 17.647597 6.752760 1.975 0.452 -0.538 -0.069
C 16.800802 16.930402 7.094758 -0.528 -0.217 0.431 -0.022
C 16.726800 15.884272 8.036892 -0.210 0.012 -1.245 -0.212
C 18.066896 15.231653 8.238087 0.711 0.724 0.703 -0.144
C 18.517212 14.071439 7.577845 -0.483 0.663 0.593 -0.238
C 17.605691 13.260555 6.734761 -1.537 -0.450 0.148 -0.057
C 19.839261 13.683001 7.724510 0.660 -0.630 0.302 -0.004
C 20.718190 14.352942 8.604275 0.727 -1.195 -1.062 -0.258
C 22.154112 13.826457 8.778542 -0.422 -0.305 0.743 -0.054
C 20.274623 15.493240 9.218670 0.092 0.479 0.895 -0.034
C 18.998878 15.995365 8.977614 -0.384 -0.388 -0.438 -0.239
C 18.662857 17.327489 9.563675 -0.731 -0.482 2.979 -0.065
C 12.934603 15.945247 8.740251 0.945 0.153 -1.216 -0.170
C 11.974035 15.354250 7.915584 -0.809 -0.143 0.096 -0.211
C 12.271600 14.550691 6.666180 1.357 0.858 0.457 -0.023
C 10.635257 15.415200 8.329598 -0.109 -0.845 -0.773 -0.021
C 10.196921 15.830955 9.573123 0.769 1.343 1.028 -0.258
C 8.755801 15.964953 9.998700 0.295 1.258 -1.737 -0.045
C 11.192452 16.307839 10.439710 0.612 -0.683 -1.583 -0.004
C 12.527204 16.352131 9.981991 0.355 0.937 2.380 -0.267
C 13.530647 16.904389 11.019361 -0.542 0.003 -0.115 -0.069
C 11.570836 10.511079 11.719823 -0.391 0.910 1.422 -0.145
C 10.606765 11.381225 11.096867 1.482 -0.847 0.942 -0.219
C 10.579698 11.562368 9.616778 -0.985 0.503 0.138 -0.031
C 9.735038 12.067598 11.916471 -0.646 0.536 0.368 -0.013
C 9.839614 12.114637 13.310877 0.703 0.263 0.074 -0.275
C 8.957006 12.927754 14.208926 -1.139 0.346 -0.373 -0.057
C 10.872916 11.423645 13.901630 0.910 -1.944 -0.324 -0.011
C 11.693073 10.534175 13.147674 -0.432 0.789 -1.056 -0.189
C 12.631939 9.623009 13.898193 -0.449 -0.223 0.411 -0.063
H 20.234122 8.042919 7.296851 -0.193 -0.471 0.186 0.067
H 20.590171 7.286130 8.928346 -0.064 0.551 -0.284 0.076
H 20.382697 9.128460 8.639446 0.173 -1.344 0.141 0.096
H 17.834241 8.837665 6.848066 -0.259 0.154 0.899 0.123
H 15.823623 9.535940 6.420431 0.083 0.123 -0.923 0.061
H 15.062643 10.563078 7.590887 0.077 -0.121 0.354 0.062
H 14.354542 8.956865 7.229531 0.848 0.554 0.182 0.104
H 15.551726 7.031941 12.099509 -0.507 -0.038 -0.334 0.070
H 16.540337 8.414717 12.583060 -0.357 -0.015 -0.507 0.035
H 17.288912 6.925148 12.248566 -0.098 -0.243 -0.073 0.066
H 18.707949 7.077637 10.672534 0.611 -0.095 0.362 0.098
H 14.248694 6.575677 9.207493 0.083 0.366 0.576 0.133
H 12.081350 6.171780 10.183639 -0.025 0.636 -0.071 0.112
H 10.758439 8.065265 11.304415 0.616 -0.117 -0.512 0.132
H 13.511030 17.928865 7.137156 0.859 -0.421 -0.121 0.138
H 15.785403 18.460867 6.050040 -0.318 0.085 0.025 0.105
H 17.792735 17.208360 6.687336 -0.832 -0.253 0.159 0.135
H 18.195372 12.827367 5.958202 0.166 -0.276 -0.916 0.065
H 16.707274 13.801039 6.322247 1.084 -0.336 0.349 0.104
H 17.197102 12.399253 7.308012 0.224 0.532 -0.233 0.027
H 20.171411 12.753469 7.197212 -0.191 0.933 0.485 0.135
H 22.792761 14.524393 9.356045 -0.502 -0.360 -0.134 0.072
H 22.656932 13.692837 7.819959 -0.184 -0.068 -0.075 0.069
H 22.134429 12.826112 9.296541 0.096 0.947 -0.446 0.087
H 20.880255 15.989450 10.004052 -0.136 -0.173 -0.852 0.123
H 19.284052 17.382795 10.498933 -0.223 0.444 -0.879 0.083
H 17.640716 17.309977 10.032999 0.668 0.187 -0.862 0.062
H 18.802839 18.229451 8.981506 0.057 -0.094 -0.387 0.080
H 12.945612 15.094438 5.980391 -0.293 -0.260 0.169 0.084
H 11.357442 14.313674 6.181513 -0.736 -0.223 -0.606 0.056
H 12.774307 13.611288 6.935714 -0.068 0.189 0.011 0.087
H 9.905924 15.070098 7.598853 -0.079 -0.139 0.187 0.114
H 8.319035 16.934315 9.623199 0.528 -0.738 0.465 0.102
H 8.691019 15.943480 11.053218 -0.257 -0.082 1.117 0.053
H 8.150312 15.215298 9.546975 -0.551 -0.840 -0.152 0.059
H 10.985366 16.688916 11.425478 -0.193 -0.051 0.217 0.117
H 13.204797 17.935061 11.216390 0.246 -0.190 0.327 0.085
H 14.578580 16.958598 10.693863 -0.410 -0.116 0.013 0.038
H 13.476033 16.295214 11.953500 0.077 0.560 -0.652 0.076
H 11.266633 12.329290 9.241104 0.087 -0.071 0.349 0.065
H 9.561337 11.914178 9.382662 0.349 -0.280 -0.403 0.086
H 10.811771 10.633436 9.135596 -0.035 -0.482 -0.543 0.070
H 8.884439 12.596000 11.489705 0.266 0.150 -0.262 0.117
H 8.796153 13.986332 13.894160 0.691 -0.608 0.296 0.086
H 9.321581 12.834758 15.238121 -0.203 0.382 -0.240 0.074
H 7.926510 12.545813 14.172756 0.167 -0.213 0.180 0.080
H 11.001254 11.314375 14.988901 -0.236 0.593 -0.438 0.113
H 12.438038 9.807018 14.977693 0.691 -0.143 -0.586 0.083
H 13.696625 9.683497 13.614462 -0.568 0.308 0.337 -0.009
H 12.352751 8.584943 13.720632 -0.129 -0.179 -0.063 0.078
O 17.603798 13.105030 14.762169 0.429 -0.111 1.506 -0.201
H 18.410256 13.029741 15.384594 -1.999 0.096 -1.131 0.039
H 16.731953 13.108120 15.236568 1.423 -0.157 -0.295 0.095
O 19.528080 13.803234 12.906716 1.676 -0.015 1.077 -0.269
H 20.160608 13.544919 13.713603 -1.279 0.917 -1.478 -0.056
H 19.597367 14.762199 12.718599 -0.064 -0.754 0.264 0.054
S 19.511527 9.575772 13.701893 0.499 -0.384 -0.652 0.567
O 18.933694 11.067051 11.598591 0.220 -1.826 2.572 -0.386
N 18.619552 10.512917 12.802667 0.177 2.595 -1.720 -0.790
C 23.928159 10.622734 16.120281 -0.318 0.748 -0.074 -0.049
N 22.781222 11.528036 16.355130 0.374 -0.528 -0.032 -0.028
C 22.172236 12.217807 15.391385 0.388 0.827 -0.142 -0.799
N 22.740611 12.089006 14.153680 -0.785 0.963 0.203 0.096
S 20.925581 13.437023 15.595521 1.242 -1.183 0.420 0.638
H 24.691205 11.133108 15.501149 -0.194 -0.215 0.617 0.097
H 23.575988 9.773134 15.569661 -0.085 -0.639 -0.325 0.074
H 24.292935 10.258865 17.093157 0.026 0.395 -0.502 0.098
H 22.589171 11.667973 17.325786 -0.781 0.330 0.080 0.127
H 22.991692 11.212211 13.725519 0.041 -0.001 0.128 0.107
H 22.448211 12.865511 13.567230 0.017 -0.790 -0.348 0.088


# 3
97
Properties=species:S:1:pos:R:3:forces:R:3:lowdin_charge:R:1 method="wB97M-V/def2-TZVPD" lumo_ev=-2.9079 e_homo_ev=-8.0 largest_force_ha_per_bohr=0.1100 charge=+1
C -1.008767 -1.499215 -2.239983 -1.115 -0.282 -1.317 -0.345
C -2.491882 -0.208117 -0.945955 -0.207 1.063 2.023 -0.384
C -2.058249 -1.859136 -3.083846 1.314 -0.709 -0.428 -0.074
C -3.592044 -0.821239 -1.578045 -0.292 -0.332 -1.027 -0.062
C -3.363293 -1.544166 -2.731289 -1.635 0.486 0.689 -0.071
H -1.848446 -2.450429 -3.990845 -0.112 0.304 0.623 0.116
H -4.583746 -0.502329 -1.223249 0.445 -0.294 -0.466 0.123
H -4.229761 -1.829299 -3.355762 0.688 -0.053 0.372 0.119
N -1.202820 -0.648579 -1.206077 0.546 0.077 -0.286 0.034
P 1.521334 -2.104762 -1.182711 0.121 -0.006 -0.089 1.077
P -1.522979 1.882088 0.625753 0.223 0.260 0.065 1.066
C 0.356370 -2.099687 -2.591498 0.050 0.071 0.061 -0.272
H 0.259713 -3.126823 -2.972843 -0.325 0.294 0.165 0.084
H 0.816114 -1.561933 -3.425909 -0.103 0.218 0.166 0.086
C 2.668362 -0.016375 1.353020 2.310 2.228 2.248 0.021
O 3.446488 0.573644 1.962721 -2.192 -1.927 -1.803 0.114
C -2.835883 0.926101 -0.098258 0.812 -4.617 2.157 -0.369
H -3.592789 0.640799 0.654093 -0.390 0.327 -0.832 0.051
C -1.713094 2.371859 2.576257 -0.305 -0.215 -1.098 -0.633
C -2.230611 3.218606 -0.505379 0.672 0.334 0.743 -0.691
C 1.186786 -3.789975 -0.376674 0.600 0.221 -0.102 -0.669
C 3.227869 -1.958443 -2.004034 -0.253 -0.445 0.412 -0.674
C -0.481004 1.884073 3.364461 -0.105 -0.003 -0.214 -0.118
H 0.450490 2.264092 2.926404 -0.113 -0.033 0.039 0.070
H -0.541056 2.262267 4.400325 -0.018 -0.139 -0.332 0.091
H -0.422921 0.791887 3.401136 0.002 0.221 0.039 0.043
C -1.776296 3.895692 2.732431 -0.083 0.013 0.129 -0.104
H -0.859739 4.367000 2.357458 -0.199 -0.061 0.063 0.076
H -2.644496 4.339093 2.232680 0.243 -0.121 0.098 0.065
H -1.850073 4.143931 3.803852 0.004 -0.098 -0.224 0.091
C -2.964942 1.711039 3.148883 -0.055 0.065 0.321 -0.097
H -3.068413 2.007495 4.205687 -0.012 -0.114 -0.181 0.092
H -3.884371 2.019470 2.638233 0.194 -0.072 0.044 0.074
H -2.892716 0.614618 3.120175 -0.066 0.309 -0.047 0.055
C -1.315529 4.427395 -0.472619 -0.229 0.716 -0.500 -0.119
H -0.265899 4.110049 -0.573407 -0.226 0.146 -0.026 0.050
H -1.580900 5.053007 -1.335525 0.301 0.271 0.235 0.083
H -1.427427 5.013690 0.442950 0.089 -0.050 -0.255 0.055
C -2.209615 2.643684 -1.943377 -0.204 0.136 0.065 -0.100
H -1.217964 2.242027 -2.189442 -0.087 0.166 -0.133 0.076
H -2.942646 1.843053 -2.076170 0.287 0.405 -0.002 0.065
H -2.496124 3.430680 -2.645246 0.320 0.203 -0.008 0.087
C -3.679949 3.493317 -0.042016 -0.317 0.350 -0.285 -0.086
H -4.088024 2.732423 0.641961 0.300 0.432 -0.320 0.049
H -3.780793 4.472617 0.441585 0.039 -0.089 -0.206 0.075
H -4.339439 3.465105 -0.919818 0.012 0.207 0.213 0.088
C 4.304668 -1.982200 -0.892359 -0.052 0.011 -0.336 -0.085
H 5.266334 -1.685023 -1.338552 -0.179 -0.107 0.199 0.094
H 4.065413 -1.278554 -0.081869 0.172 -0.244 -0.271 0.031
H 4.424970 -2.987088 -0.463964 -0.014 0.345 -0.129 0.073
C 3.274551 -0.600149 -2.732890 -0.014 -0.099 0.056 -0.091
H 2.620207 -0.591265 -3.614694 0.197 0.072 0.223 0.082
H 2.990076 0.234874 -2.079934 0.050 -0.207 -0.145 0.042
H 4.305421 -0.425296 -3.079188 -0.280 -0.057 0.059 0.096
C 3.494686 -3.077007 -3.020573 0.365 0.088 -0.134 -0.083
H 4.381839 -2.794471 -3.607484 -0.199 -0.118 0.037 0.095
H 3.722032 -4.036125 -2.540565 -0.107 0.357 -0.199 0.065
H 2.658932 -3.211561 -3.720663 0.215 0.013 0.156 0.085
C -0.307994 -3.904566 -0.075167 -0.429 -0.022 -0.094 -0.081
H -0.493946 -4.875039 0.411159 0.103 0.219 -0.130 0.101
H -0.661760 -3.128314 0.605124 0.109 -0.159 -0.256 0.038
H -0.931164 -3.869367 -0.981359 0.189 -0.009 0.222 0.091
C 1.968751 -3.849767 0.952616 -0.085 -0.179 -0.157 -0.085
H 1.701650 -3.019327 1.617367 0.020 -0.116 -0.114 0.062
H 1.710198 -4.790734 1.457028 0.101 0.179 -0.010 0.094
H 3.053019 -3.840616 0.794870 -0.249 -0.023 0.075 0.064
C 1.573960 -4.969754 -1.275823 0.013 -0.275 0.240 -0.083
H 1.132883 -4.902848 -2.277026 0.129 -0.012 0.167 0.081
H 2.656802 -5.095922 -1.363629 -0.261 0.032 0.030 0.068
H 1.181462 -5.885193 -0.809974 0.087 0.133 -0.139 0.095
Mg 0.498274 -0.045568 -0.005904 -1.272 0.257 -0.420 0.288
N -0.211274 -0.904912 1.693306 -4.005 -3.434 2.041 0.144
C -1.160417 -1.515732 2.092207 2.528 4.030 -1.405 -0.082
C -2.362458 -1.975645 2.730140 -0.782 -1.288 0.831 -0.188
C -2.081524 -2.651426 3.952024 -0.266 -0.252 -0.796 -0.026
C -3.721714 -1.966627 2.246550 0.451 -0.315 0.067 0.005
C -3.054846 -3.406946 4.598580 0.200 0.290 0.154 -0.062
H -1.064892 -2.663994 4.341593 -0.172 0.073 -0.162 0.122
C -4.700554 -2.699447 2.938455 0.433 -0.143 0.520 -0.049
H -4.048858 -1.431833 1.345698 0.636 -0.217 0.309 0.102
C -4.364690 -3.429102 4.100476 0.416 0.115 -0.078 -0.047
H -2.703775 -3.963606 5.486721 -0.719 0.310 -0.527 0.122
H -5.746419 -2.755743 2.588238 0.809 0.282 0.064 0.122
H -5.114794 -4.023851 4.627052 0.161 0.222 -0.301 0.115
N 1.428358 1.662694 -0.604915 2.646 1.764 -0.741 0.143
C 2.297173 2.424526 -0.788130 -1.857 -1.755 0.333 -0.083
C 3.395603 3.285735 -1.030465 0.670 0.999 -0.178 -0.206
C 4.701950 2.771504 -1.116325 0.012 -0.288 0.049 -0.018
C 5.770144 3.628449 -1.374190 -0.207 0.062 0.018 -0.052
C 5.542749 5.001798 -1.537419 -0.163 -0.278 0.061 -0.043
C 4.245676 5.518348 -1.441368 0.087 -0.278 0.014 -0.048
C 3.173011 4.666948 -1.192920 -0.063 -0.078 0.009 -0.006
H 4.870557 1.695112 -0.975698 -0.057 0.528 -0.102 0.117
H 6.781079 3.220810 -1.449438 -0.371 0.174 0.042 0.117
H 6.384522 5.665583 -1.738779 -0.271 -0.172 0.062 0.118
H 4.070881 6.584328 -1.562774 0.026 -0.219 0.017 0.117
H 2.154419 5.053609 -1.125257 0.318 -0.072 -0.021 0.121